Entry 1:
DFT (ωB97M-V/def2-TZVPD) results for C9H17Br2CrN4O3S5 as an isolated structure.

Element x y z (Å)
Cr 0.18402 0.85762 -0.77572
Br -0.16567 2.35853 1.11937
C -1.61062 4.13976 -1.83906
Br -1.58313 2.73533 -3.04384
H -0.69960 4.70569 -1.74880
H -2.34358 4.09389 -1.05231
C 0.94966 0.31557 4.27466
C 2.22180 -0.29706 3.70067
S 2.30333 -0.57050 1.90817
C 2.25844 -2.37987 1.76566
C 1.06454 -2.95246 1.01108
S -0.58174 -2.49692 1.58617
C -0.64020 -3.22592 3.23495
C -0.05075 -2.40859 4.39262
S -0.57554 -0.67671 4.39592
H 0.66816 1.17064 3.65882
H 1.18778 0.68572 5.27424
H 2.50488 -1.21389 4.21817
H 3.02190 0.41286 3.92255
H 2.33570 -2.81075 2.76454
H 3.15864 -2.67678 1.22408
H 1.15678 -4.04209 0.98905
H 1.09770 -2.60233 -0.02059
H -0.16459 -4.21099 3.21709
H -1.70035 -3.39864 3.42836
H 1.03384 -2.45487 4.37812
H -0.36737 -2.86493 5.33298
N -0.51040 -0.98727 -1.12212
C -0.72008 -1.87781 -1.85429
N -0.93732 -2.93705 -2.51667
C -1.82147 -3.01198 -3.49230
N -2.59869 -3.16998 -4.33591
N -2.31878 0.75701 -0.30180
H -2.99375 1.42530 -0.65271
H -2.32862 0.75649 0.71160
H -2.57342 -0.16579 -0.63221
O 0.90955 0.61807 -2.70837
S 2.35356 0.35163 -2.28144
O 2.43227 -0.88905 -1.53597
O 3.29624 0.52718 -3.34452
S 2.30546 1.85535 -0.86528

Results
**Calculated total energy**: -244396.3091 eV
**Expectation value of S²**: 6.12
**2S+1**: 5
**Kohn-Sham gap (alpha / beta)**: 7.15 / 7.89 eV
**Net charge**: -1

---

Entry 2:
DFT (ωB97M-V/def2-TZVPD) results for one molecule with the formula C5H11N3O.

Element x y z (Å)
C -0.48257 0.72776 1.36273
C -0.69983 1.77448 -1.04384
C -0.60857 -0.66749 0.87379
C 0.12320 1.17743 0.05522
N -1.67185 -1.46594 1.12304
N 1.82920 0.35709 -1.51637
C 1.23960 0.29840 -0.23070
O 0.91631 -2.45195 0.51894
N 0.35391 -1.07721 0.00131
H 1.09464 -2.88928 -0.32250
H -1.66224 -2.38084 0.69556
H -2.10636 -1.41488 2.03142
H 2.56239 -0.32924 -1.63320
H 1.14540 0.24447 -2.25431
H 0.16636 0.83989 2.24401
H -1.45154 1.17769 1.58064
H 2.00960 0.23645 0.54101
H -1.51198 2.37949 -0.63684
H -0.08887 2.43214 -1.66943
H -1.15678 1.03153 -1.72047

Results
**Calculated total energy**: -11877.0687 eV
**Kohn-Sham gap (alpha / beta)**: 7.01 / 7.01 eV

---

Entry 3:
DFT (ωB97M-V/def2-TZVPD) results for a 10-piece molecular cluster, C35H66N13O9S2 overall.

Element x y z (Å)
N 0.49845 -0.23553 2.97856
C 1.07412 0.92213 2.49559
N 2.24829 0.94357 1.73805
N 0.46470 2.04738 2.71922
C -0.78752 2.18937 3.49217
C -1.23474 3.65320 3.53494
C -2.75376 3.72089 3.45361
S -3.42809 2.81741 4.86435
C -5.13128 2.76263 4.28809
S -6.01294 4.12879 4.25316
N -5.62636 1.52684 3.88423
C -4.88304 0.37629 4.34654
C -4.10951 -0.44393 3.52902
C -3.42486 -1.52712 4.08002
C -3.51200 -1.79011 5.44995
C -4.30052 -0.97735 6.26611
C -4.98667 0.10364 5.71086
C -6.11629 1.48597 2.52187
C -5.31467 1.80498 1.42493
C -5.85377 1.77374 0.14608
C -7.19762 1.45001 -0.04648
C -7.99391 1.13071 1.04936
C -7.44619 1.14659 2.32998
H 0.75645 -1.00865 2.37235
H 0.80470 -0.46932 3.92100
H 1.99442 0.66872 0.78741
H 2.83852 0.18062 2.08677
H 0.89858 2.87229 2.32454
H -0.59108 1.80138 4.48616
H -1.54140 1.55040 3.03568
H -0.81937 4.21238 2.69800
H -0.92985 4.08419 4.48703
H -3.07824 3.28074 2.51299
H -3.11489 4.74605 3.47958
H -4.04229 -0.26533 2.46413
H -2.80604 -2.16525 3.46209
H -2.98857 -2.62621 5.89236
H -4.37587 -1.18250 7.32439
H -5.60979 0.72908 6.33641
H -4.27724 2.06951 1.57347
H -5.22436 2.00421 -0.70279
H -7.64307 1.43900 -1.03123
H -9.03834 0.89267 0.91051
H -8.07534 0.91879 3.17908
O 4.37194 -1.22061 1.81659
C 5.26997 -1.88724 1.29408
N 5.89737 -2.85737 1.97978
C 5.71794 -1.66058 -0.12053
H 6.65586 -3.39666 1.58628
H 5.62556 -3.01466 2.93520
H 6.06801 -0.63413 -0.20948
H 4.86811 -1.79261 -0.78670
H 6.51539 -2.34388 -0.41186
O -1.91540 -3.02414 1.73601
C -0.81003 -3.47839 1.47244
N -0.27887 -3.46476 0.23860
C 0.05036 -4.11011 2.55105
H 0.62677 -3.84308 0.02542
H -0.81085 -3.06633 -0.52167
H -0.49099 -4.94697 2.98688
H 0.22673 -3.37791 3.33645
H 1.00559 -4.46976 2.16911
O 5.25236 0.76141 -1.49128
C 4.49350 1.58428 -1.97063
N 3.43147 2.00849 -1.22963
C 4.64167 2.17478 -3.34381
H 2.75972 2.67327 -1.56612
H 3.34131 1.61689 -0.30931
H 4.59877 1.37329 -4.07762
H 5.61452 2.66067 -3.40802
H 3.86327 2.89282 -3.57859
O -10.49868 1.93967 3.45596
C -11.01274 2.95617 3.02982
N -10.27744 4.07807 2.80798
C -12.48793 3.05037 2.71919
H -10.67469 4.92973 2.46035
H -9.29117 4.04127 3.01132
H -13.05032 2.83557 3.62554
H -12.73741 2.30129 1.97025
H -12.77813 4.03208 2.34750
O -0.44735 -2.13197 -2.44070
C -0.66064 -1.32922 -3.33731
N -1.82574 -0.64684 -3.40936
C 0.34920 -1.05052 -4.42369
H -2.02740 0.00790 -4.14104
H -2.52236 -0.82161 -2.70406
H 0.56509 -1.98013 -4.94733
H 1.26807 -0.68423 -3.96748
H -0.00107 -0.31374 -5.14400
O 1.73791 2.21495 -4.48641
C 0.99459 3.06287 -4.95158
N -0.07798 3.52575 -4.25182
C 1.20253 3.65641 -6.31944
H -0.69883 4.22398 -4.61448
H -0.24991 3.14435 -3.33896
H 1.18576 2.86008 -7.05802
H 2.18182 4.12605 -6.35876
H 0.44018 4.39370 -6.57075
O 2.18428 -4.75405 -1.04412
C 2.99150 -3.89827 -1.37101
N 2.59155 -2.78860 -2.04164
C 4.46291 -4.01083 -1.05273
H 3.22838 -2.06546 -2.32190
H 1.60531 -2.69543 -2.25525
H 4.84862 -4.92049 -1.50804
H 4.58360 -4.08541 0.02686
H 5.03935 -3.15978 -1.41459
O 8.66578 -3.81231 0.93657
C 9.16738 -4.92526 0.89846
N 8.55530 -5.96644 0.28237
C 10.50458 -5.21838 1.53050
H 8.95659 -6.88419 0.24148
H 7.66637 -5.80366 -0.15837
H 10.44715 -4.99122 2.59310
H 11.25419 -4.57255 1.07775
H 10.80982 -6.25586 1.40620
O 3.66306 2.70873 -7.92904
C 4.15619 1.70173 -8.40111
N 4.17000 1.46943 -9.73879
C 4.78810 0.63856 -7.53366
H 4.57433 0.64721 -10.14458
H 3.76124 2.16204 -10.34246
H 4.03847 0.26785 -6.83657
H 5.59981 1.08851 -6.96521
H 5.18203 -0.19758 -8.10979

Results
**Calculated total energy**: -96835.2509 eV
**Kohn-Sham gap**: 7.13 eV
**Net charge**: +1